# C4H12NO2

A structure of composition C4H12NO2 at a distorted geometry (ωB97M-V/def2-TZVPD, the OMol25 dataset).

Properties
2S+1 = 1
LUMO level = 0.135 Ha
orbital gap = 5.38 eV
DFT total energy = -364.6946 a.u.
relative energy (zero: lowest compared OMol25 entry of this formula, charge and spin) = 4.379 eV
HOMO = -1.7 eV
net charge = -1

CARTESIAN COORDINATES (ANGSTROEM)
C: -2.91460 0.53817 -1.72424
N: -1.70172 0.75337 -1.01561
C: -0.61216 0.44012 -1.86156
C: 0.21057 -0.91482 1.15461
C: 1.21467 0.10824 1.31808
O: 2.53057 0.09152 1.07182
H: -3.78238 0.66118 -1.05408
H: -3.05683 1.23283 -2.62441
H: -2.97841 -0.52097 -2.11804
H: 0.31046 0.76967 -1.38011
H: -0.46606 -0.67317 -2.08965
H: -0.68082 0.92105 -2.92017
H: 0.55428 -1.89947 0.96208
H: -0.82035 -0.79926 1.44646
H: 0.50371 -0.13365 0.25222
H: 0.84811 1.01703 1.83062
H: 4.05523 -0.12548 3.40750
H: 3.10798 -0.54553 2.28194
O: 3.67776 -0.92084 3.06257